A) The following is a quantum chemistry calculation of a cluster of 2 separate species, C9H22N2Si in total, from the OMol25 dataset.

Structure (SMILES): C/C=[Si](/NCC)C(C)C.[H]/N=C\C
LUMO level (eV): 0.72

Last column: Mulliken charge in e.
Geometry (Å):
C 0.690 -2.650 0.549  -1.032
C 0.430 -1.547 -0.525  -0.461
Si -0.328 0.023 -0.487  0.135
N -1.044 0.824 -1.858  -0.161
C -1.163 -0.084 -3.037  -0.427
C -1.732 0.439 -4.364  -1.206
C -1.391 0.983 0.833  0.577
C -1.185 2.467 0.859  -1.588
C -1.212 0.417 2.262  -1.404
H 1.613 -3.312 0.359  0.325
H -0.124 -3.387 0.553  0.389
H 0.695 -2.367 1.684  0.146
H 0.610 -2.047 -1.414  0.402
H -0.828 1.753 -2.153  0.240
H -1.600 -1.011 -2.790  0.425
H -0.125 -0.327 -3.193  0.333
H -2.663 1.098 -4.229  0.306
H -1.139 1.051 -5.066  0.320
H -2.201 -0.413 -4.860  0.346
H -2.534 0.833 0.561  0.313
H -0.188 2.648 1.016  0.397
H -1.464 2.964 -0.070  0.331
H -1.741 2.806 1.737  0.429
H -1.498 -0.600 2.369  0.369
H -1.790 0.896 3.056  0.471
H -0.140 0.420 2.541  0.214
H 1.678 0.297 0.778  -0.183
N 1.634 0.888 1.526  -0.403
C 2.440 0.390 2.339  0.090
C 3.313 -0.825 2.013  -0.908
H 2.430 0.906 3.328  0.409
H 3.144 -1.013 0.943  0.269
H 4.457 -0.793 2.203  0.319
H 2.958 -1.725 2.538  0.219

B) The following is a quantum chemistry calculation of the molecule C9H22N2Si, from the OMol25 dataset.

Structure (SMILES): C=C[Si@](NCC)(C(C)C)N(C)C
LUMO level (eV): 0.92

Last column: Mulliken charge in e.
Geometry (Å):
C 0.712 0.670 2.955  -0.939
C -0.035 -0.243 2.285  -0.207
Si -0.256 -0.291 0.417  0.023
N 1.074 0.187 -0.555  0.033
C 2.476 -0.200 -0.407  -0.724
C 3.438 0.800 0.241  -1.165
C -1.566 0.861 -0.329  0.709
C -1.309 1.077 -1.773  -1.566
C -1.423 2.261 0.215  -1.878
N -0.690 -1.889 -0.087  0.092
C -2.117 -2.218 0.129  -1.065
C -0.254 -2.447 -1.335  -1.039
H 0.774 0.535 4.004  0.283
H 1.246 1.520 2.720  0.335
H -0.674 -1.023 2.781  0.262
H 1.117 1.129 -0.981  0.229
H 2.763 -0.479 -1.418  0.470
H 2.646 -1.159 0.049  0.452
H 3.419 1.119 1.322  0.209
H 4.422 0.549 -0.169  0.363
H 3.196 1.764 -0.201  0.342
H -2.575 0.548 -0.285  0.457
H -0.671 1.955 -1.785  0.447
H -1.019 0.233 -2.340  0.275
H -2.293 1.557 -2.222  0.339
H -0.494 2.735 0.193  0.372
H -1.649 2.102 1.260  0.503
H -2.241 2.809 -0.241  0.465
H -2.580 -2.322 -0.878  0.308
H -2.230 -3.188 0.655  0.288
H -2.714 -1.461 0.654  0.359
H 0.433 -1.669 -1.729  0.288
H 0.157 -3.467 -1.098  0.283
H -1.083 -2.354 -2.044  0.399

Most stable to least stable: B), A)

A) The following is a quantum chemistry calculation of the molecule C22H36N4O3, from the OMol25 dataset.

Structure (SMILES): COCCCCC(=O)N[C@H]1CC[C@@H](N(C)C(=O)c2cnc3n2CC[C@@H](C)C3)CC1
LUMO level (eV): 0.66

Last column: Mulliken charge in e.
Geometry (Å):
C -1.850 1.533 3.385  -0.699
O -1.010 0.770 2.544  -0.052
C 0.184 1.457 2.214  -0.908
C 0.936 0.625 1.198  -0.490
C 0.170 0.502 -0.123  -0.820
C 0.489 -0.770 -0.897  -0.707
C 0.088 -2.093 -0.264  0.532
O 0.499 -3.147 -0.726  -0.691
N -0.755 -2.052 0.795  0.316
C -1.163 -3.281 1.467  -0.240
C -1.567 -2.977 2.906  -1.436
C -2.865 -2.173 2.968  -0.383
C -3.993 -2.948 2.290  -0.135
N -5.332 -2.354 2.482  0.298
C -6.403 -3.110 1.825  -1.189
C -5.490 -0.978 2.484  0.872
O -4.636 -0.184 2.115  -0.653
C -6.762 -0.487 3.038  -0.709
C -7.588 -0.991 4.010  -0.328
N -8.570 -0.102 4.320  -0.854
C -8.353 0.940 3.542  0.303
N -7.269 0.767 2.751  0.235
C -6.744 1.758 1.813  -0.259
C -7.805 2.807 1.521  -1.059
C -8.447 3.329 2.804  0.646
C -9.382 4.499 2.536  -1.719
C -9.188 2.175 3.480  -0.692
C -3.615 -3.172 0.821  -0.315
C -2.311 -3.961 0.721  -1.327
H -2.764 0.967 3.544  0.088
H -1.363 1.734 4.347  0.295
H -2.107 2.490 2.915  0.334
H -0.065 2.444 1.798  0.425
H 0.783 1.618 3.119  0.391
H 1.920 1.066 1.026  0.471
H 1.107 -0.363 1.634  0.307
H -0.905 0.558 0.071  0.271
H 0.398 1.364 -0.755  0.465
H -0.004 -0.751 -1.872  0.319
H 1.558 -0.851 -1.102  0.293
H -1.017 -1.166 1.200  0.071
H -0.298 -3.946 1.448  0.527
H -1.688 -3.927 3.435  0.531
H -0.765 -2.428 3.406  0.403
H -3.127 -1.963 4.009  0.502
H -2.731 -1.215 2.476  -0.118
H -4.063 -3.930 2.775  0.208
H -7.374 -2.801 2.195  0.515
H -6.387 -2.982 0.740  0.324
H -6.272 -4.170 2.048  0.324
H -7.499 -1.941 4.512  0.529
H -5.855 2.214 2.250  0.274
H -6.426 1.247 0.907  0.294
H -7.338 3.623 0.965  0.407
H -8.585 2.383 0.880  0.334
H -7.644 3.662 3.473  0.232
H -10.174 4.204 1.842  0.358
H -9.856 4.844 3.456  0.411
H -8.846 5.340 2.095  0.405
H -10.102 1.957 2.916  0.219
H -9.500 2.434 4.492  0.369
H -4.398 -3.715 0.291  0.505
H -3.510 -2.196 0.337  0.204
H -2.021 -4.103 -0.321  0.535
H -2.458 -4.958 1.151  0.443

B) The following is a quantum chemistry calculation of the molecule C22H36N4O3, from the OMol25 dataset.

Structure (SMILES): COCCCCC(=O)N[C@H]1CC[C@@H](N(C)C(=O)c2cnc3n2CC[C@@H](C)C3)CC1
LUMO level (eV): 0.70

Last column: Mulliken charge in e.
Geometry (Å):
C 3.065 -3.225 1.397  -0.772
O 1.818 -2.596 1.206  0.001
C 1.947 -1.382 0.491  -0.984
C 0.578 -0.775 0.271  -0.109
C -0.120 -0.384 1.569  0.354
C -1.458 0.311 1.318  -1.103
C -2.459 -0.508 0.521  0.704
O -3.013 -0.058 -0.470  -0.708
N -2.708 -1.754 1.001  0.275
C -3.577 -2.688 0.297  -0.247
C -2.756 -3.631 -0.585  -1.230
C -1.745 -4.395 0.263  0.393
C -2.384 -5.079 1.486  -0.428
N -1.326 -5.552 2.405  0.211
C -0.994 -6.963 2.332  -1.251
C -0.505 -4.610 2.949  0.864
O -0.816 -3.417 2.938  -0.781
C 0.796 -4.996 3.534  -0.353
C 1.665 -6.051 3.360  -0.715
N 2.845 -5.827 3.995  -0.822
C 2.714 -4.644 4.562  0.360
N 1.504 -4.093 4.321  0.321
C 1.111 -2.749 4.757  0.060
C 2.036 -2.262 5.859  -1.343
C 3.503 -2.462 5.493  1.103
C 4.439 -1.818 6.504  -1.799
C 3.761 -3.962 5.378  -0.831
C -3.475 -4.294 2.233  -0.779
C -4.388 -3.518 1.288  -1.204
H 2.888 -4.182 1.884  0.107
H 3.570 -3.400 0.439  0.378
H 3.727 -2.615 2.026  0.292
H 2.588 -0.686 1.055  0.392
H 2.440 -1.573 -0.472  0.450
H 0.690 0.105 -0.368  0.410
H -0.038 -1.490 -0.284  -0.022
H -0.249 -1.273 2.189  -0.544
H 0.525 0.297 2.134  0.579
H -1.927 0.581 2.268  0.383
H -1.311 1.231 0.753  0.330
H -2.107 -2.123 1.728  0.046
H -4.237 -2.083 -0.322  0.424
H -3.439 -4.318 -1.094  0.521
H -2.239 -3.058 -1.358  0.444
H -1.244 -5.162 -0.333  0.442
H -0.969 -3.706 0.597  -0.545
H -2.863 -5.988 1.113  0.688
H -0.523 -7.290 3.254  0.513
H -1.918 -7.527 2.215  0.343
H -0.339 -7.197 1.487  0.357
H 1.526 -6.947 2.782  0.480
H 1.153 -2.091 3.888  -0.090
H 0.077 -2.777 5.089  0.401
H 1.822 -1.206 6.037  0.435
H 1.826 -2.796 6.793  0.377
H 3.670 -2.005 4.510  -0.094
H 4.267 -2.230 7.502  0.365
H 5.484 -1.996 6.245  0.412
H 4.282 -0.739 6.555  0.409
H 3.774 -4.403 6.381  0.256
H 4.733 -4.175 4.932  0.365
H -4.057 -5.003 2.827  0.471
H -3.015 -3.608 2.937  0.178
H -5.052 -2.872 1.866  0.417
H -5.020 -4.203 0.714  0.443

Most stable to least stable: B), A)